[1]
Entry from OMol25: a structure of composition C58H79BrGaN3O3P2 in a non-equilibrium geometry (ωB97M-V/def2-TZVPD).

Each line ends with the Löwdin charge.
Cartesian coordinates (Å):
Ga 0.364 -0.021 0.320  0.27
C 5.863 -0.340 1.110  -0.11
C 4.373 -0.599 1.336  -0.49
C 3.977 0.019 2.676  -0.13
P 3.040 -0.125 0.076  1.10
C 3.401 -0.926 -1.591  -0.51
C 4.839 -0.992 -2.086  -0.10
C 2.514 -0.190 -2.586  -0.12
C 3.251 1.627 -0.246  -0.30
C 4.507 2.214 -0.373  -0.06
C 4.676 3.572 -0.545  -0.29
C 6.025 4.219 -0.657  -0.06
C 3.523 4.348 -0.576  -0.04
C 2.273 3.789 -0.489  -0.01
C 2.068 2.398 -0.338  -0.30
N 0.814 1.861 -0.302  0.02
C -0.181 2.843 -0.570  -0.24
C -0.721 3.613 0.469  -0.20
C -0.285 3.431 1.890  -0.05
C -1.567 4.672 0.170  0.00
C -1.831 5.050 -1.133  -0.28
C -2.659 6.262 -1.442  -0.05
C -1.247 4.315 -2.155  -0.04
C -0.439 3.218 -1.898  -0.21
C 0.216 2.526 -3.054  -0.02
H 6.419 -0.971 1.805  0.08
H 6.121 0.692 1.333  0.07
H 6.195 -0.586 0.109  0.05
H 4.244 -1.681 1.413  0.07
H 3.893 1.101 2.593  0.08
H 4.732 -0.211 3.425  0.08
H 3.028 -0.376 3.020  0.03
H 3.019 -1.947 -1.498  0.07
H 5.313 -0.015 -2.052  0.07
H 4.844 -1.326 -3.124  0.08
H 5.424 -1.702 -1.506  0.07
H 2.867 0.830 -2.727  0.08
H 1.492 -0.158 -2.206  0.04
H 2.513 -0.693 -3.552  0.09
H 5.382 1.592 -0.343  0.08
H 6.793 3.493 -0.915  0.07
H 6.307 4.691 0.287  0.08
H 6.010 4.999 -1.419  0.07
H 3.606 5.421 -0.670  0.11
H 1.425 4.451 -0.534  0.11
H 0.797 3.305 1.933  0.08
H -0.743 2.559 2.341  0.03
H -0.564 4.303 2.479  0.08
H -1.972 5.255 0.987  0.11
H -2.994 6.742 -0.526  0.07
H -3.536 5.994 -2.031  0.07
H -2.076 6.981 -2.018  0.08
H -1.407 4.612 -3.184  0.12
H -0.198 2.886 -3.994  0.08
H 0.071 1.451 -2.998  0.06
H 1.288 2.721 -3.051  0.08
C -3.645 1.889 -7.324  -0.05
C -3.334 1.273 -5.996  -0.26
C -2.972 -0.062 -5.899  -0.01
C -2.648 -0.643 -4.682  -0.20
C -2.294 -2.100 -4.647  -0.04
C -2.660 0.144 -3.522  -0.09
C -2.123 -0.449 -2.275  -0.18
O -1.148 -0.052 -1.682  0.03
C -3.139 1.459 -3.588  -0.19
C -3.460 2.210 -2.337  -0.01
C -3.448 2.008 -4.824  0.00
H -3.711 1.129 -8.099  0.07
H -2.867 2.598 -7.608  0.08
H -4.589 2.428 -7.277  0.08
H -2.949 -0.670 -6.793  0.11
H -2.490 -2.546 -5.620  0.08
H -2.892 -2.629 -3.906  0.08
H -1.243 -2.249 -4.402  0.09
H -2.643 -1.373 -1.954  0.12
H -2.742 2.009 -1.548  0.08
H -4.442 1.897 -1.977  0.08
H -3.495 3.279 -2.521  0.07
H -3.794 3.030 -4.876  0.12
N 0.948 0.394 2.323  0.23
C 0.582 0.708 3.371  -0.10
C 0.379 1.055 4.718  -0.19
C 0.585 2.368 5.144  0.00
C 0.452 2.677 6.482  -0.06
C 0.120 1.687 7.393  -0.07
C -0.100 0.385 6.967  -0.06
C 0.024 0.062 5.632  0.00
H 0.856 3.125 4.427  0.11
H 0.617 3.691 6.813  0.11
H 0.032 1.931 8.440  0.11
H -0.364 -0.384 7.678  0.11
H -0.144 -0.943 5.280  0.11
Br -3.512 3.071 3.535  0.83
C -4.280 2.120 2.082  -0.57
C -5.528 2.516 1.629  -0.12
C -6.128 1.824 0.591  -0.08
C -5.487 0.735 0.020  -0.09
C -4.229 0.371 0.461  -0.03
C -3.602 1.066 1.487  -0.14
C -2.198 0.670 1.882  -0.59
O -1.882 0.627 3.063  -0.02
O -1.455 0.403 0.883  -0.03
H -6.021 3.353 2.099  0.10
H -7.092 2.145 0.225  0.10
H -5.960 0.175 -0.776  0.11
H -3.699 -0.454 0.012  0.10
C -1.430 -4.920 2.794  -0.08
C -1.288 -3.567 2.103  -0.57
C -2.599 -3.214 1.406  -0.09
C -1.081 -2.500 3.176  -0.11
P 0.113 -3.362 0.768  0.92
N 0.364 -1.926 0.252  -0.20
C 1.717 -4.152 1.547  -0.57
C 2.883 -3.757 0.649  -0.12
C 1.763 -5.664 1.752  -0.08
C 1.950 -3.442 2.882  -0.09
C -0.360 -4.490 -0.742  -0.58
C 0.880 -4.684 -1.618  -0.09
C -0.965 -5.859 -0.448  -0.08
C -1.335 -3.686 -1.596  -0.12
H -2.352 -4.907 3.377  0.09
H -0.609 -5.104 3.483  0.06
H -1.488 -5.746 2.095  0.06
H -3.376 -3.024 2.149  0.09
H -2.952 -4.016 0.763  0.06
H -2.455 -2.302 0.829  0.06
H -2.024 -2.296 3.684  0.09
H -0.750 -1.573 2.718  0.04
H -0.363 -2.805 3.930  0.05
H 2.974 -4.382 -0.231  0.06
H 3.822 -3.839 1.197  0.09
H 2.731 -2.723 0.350  0.01
H 1.753 -6.194 0.803  0.06
H 0.951 -6.039 2.365  0.06
H 2.705 -5.909 2.249  0.09
H 1.701 -2.386 2.774  0.06
H 3.001 -3.515 3.170  0.09
H 1.363 -3.880 3.685  0.07
H 1.545 -5.448 -1.224  0.06
H 1.414 -3.742 -1.718  0.07
H 0.571 -5.005 -2.615  0.09
H -0.349 -6.449 0.224  0.06
H -1.047 -6.406 -1.391  0.09
H -1.965 -5.775 -0.031  0.07
H -0.890 -2.714 -1.786  0.05
H -2.295 -3.554 -1.109  0.06
H -1.503 -4.196 -2.546  0.08

Summary:
Frontier orbital gap: 0.260 hartree
HOMO energy: -6.85 eV
Charge: 0


[2]
Entry from OMol25: a structure of composition C58H85LiO8Si (ωB97M-V/def2-TZVPD).

Each line ends with the Löwdin charge.
Cartesian coordinates (Å):
Li -0.117 1.295 0.754  0.58
C 1.445 0.466 3.348  -0.08
O 1.751 0.388 1.972  -0.12
C 2.143 -0.778 1.382  -0.18
C 1.585 -2.037 1.618  -0.11
C 0.396 -2.335 2.515  -0.09
C -0.859 -2.628 1.731  -0.14
C -1.481 -3.867 1.749  -0.01
C -2.663 -4.125 1.053  -0.21
C -3.216 -3.050 0.343  -0.02
C -2.626 -1.804 0.292  -0.14
C -3.203 -0.653 -0.491  -0.08
C -2.373 -0.335 -1.720  -0.10
C -2.290 -1.296 -2.719  0.02
C -1.523 -1.109 -3.860  -0.17
C -0.835 0.092 -3.963  0.01
C -0.855 1.074 -2.978  -0.10
C 0.109 2.233 -3.180  -0.09
C 1.533 1.801 -2.930  -0.13
C 2.385 1.511 -3.978  -0.03
C 3.683 1.026 -3.791  -0.20
C 4.078 0.833 -2.468  -0.02
C 3.254 1.105 -1.385  -0.14
C 3.679 0.744 0.018  -0.08
C 3.139 -0.623 0.404  -0.10
C 3.582 -1.734 -0.291  0.01
C 3.068 -3.008 -0.068  -0.17
C 2.078 -3.124 0.892  0.02
C 3.551 -4.176 -0.926  -0.56
C 2.879 -5.494 -0.541  -0.08
C 3.224 -3.883 -2.397  -0.04
C 5.068 -4.348 -0.772  -0.06
C 1.940 1.627 -1.572  -0.34
O 1.173 1.930 -0.595  -0.10
C 4.562 0.700 -4.995  -0.57
C 5.931 0.159 -4.582  -0.08
C 4.790 1.959 -5.846  -0.06
C 3.880 -0.368 -5.865  -0.06
C -1.652 0.858 -1.849  -0.17
O -1.737 1.716 -0.789  -0.14
C -1.865 3.108 -0.992  -0.08
C -1.351 -2.177 -4.939  -0.55
C 0.128 -2.585 -5.004  -0.04
C -1.783 -1.622 -6.302  -0.06
C -2.177 -3.430 -4.647  -0.07
C -1.389 -1.557 0.961  -0.34
O -0.796 -0.437 0.867  -0.08
C -3.349 -5.489 1.026  -0.57
C -4.770 -5.383 1.598  -0.07
C -3.434 -6.001 -0.420  -0.06
C -2.590 -6.533 1.847  -0.09
H 1.943 -0.331 3.911  0.10
H 0.365 0.439 3.501  0.08
H 1.800 1.440 3.685  0.09
H 0.192 -1.505 3.186  0.09
H 0.641 -3.203 3.138  0.11
H -1.014 -4.652 2.338  0.09
H -4.151 -3.189 -0.198  0.10
H -3.248 0.233 0.142  0.09
H -4.222 -0.904 -0.805  0.12
H -2.828 -2.222 -2.556  0.11
H -0.185 0.268 -4.815  0.11
H -0.126 3.078 -2.540  0.08
H 0.018 2.569 -4.218  0.11
H 2.011 1.664 -4.990  0.10
H 5.070 0.447 -2.250  0.09
H 3.311 1.491 0.718  0.11
H 4.773 0.718 0.070  0.11
H 4.327 -1.576 -1.064  0.11
H 1.601 -4.080 1.074  0.11
H 1.797 -5.443 -0.671  0.08
H 3.083 -5.758 0.500  0.08
H 3.259 -6.299 -1.176  0.08
H 2.147 -3.759 -2.528  0.08
H 3.563 -4.703 -3.039  0.08
H 3.700 -2.961 -2.735  0.07
H 5.326 -4.570 0.266  0.08
H 5.599 -3.440 -1.061  0.07
H 5.428 -5.167 -1.403  0.07
H 6.478 0.882 -3.973  0.08
H 6.529 -0.058 -5.472  0.07
H 5.836 -0.765 -4.006  0.08
H 5.297 2.726 -5.258  0.08
H 3.841 2.376 -6.187  0.07
H 5.400 1.731 -6.727  0.07
H 3.713 -1.279 -5.286  0.08
H 4.496 -0.615 -6.737  0.07
H 2.909 -0.022 -6.222  0.07
H -2.327 3.326 -1.960  0.10
H -0.890 3.592 -0.920  0.07
H -2.492 3.484 -0.184  0.08
H 0.769 -1.735 -5.243  0.07
H 0.281 -3.356 -5.767  0.08
H 0.455 -2.979 -4.041  0.08
H -1.201 -0.739 -6.571  0.07
H -2.837 -1.337 -6.283  0.08
H -1.641 -2.374 -7.085  0.07
H -1.888 -3.888 -3.699  0.08
H -2.020 -4.166 -5.440  0.08
H -3.245 -3.204 -4.602  0.08
H -5.367 -4.666 1.033  0.07
H -4.738 -5.043 2.635  0.08
H -5.279 -6.353 1.563  0.07
H -3.990 -5.306 -1.050  0.07
H -3.934 -6.976 -0.461  0.07
H -2.434 -6.104 -0.845  0.08
H -2.524 -6.242 2.897  0.08
H -1.575 -6.673 1.470  0.08
H -3.109 -7.495 1.793  0.07
C -3.668 1.874 2.237  -0.04
C -3.776 2.584 3.584  -0.65
C -4.702 3.794 3.472  -0.03
C -4.299 1.611 4.638  -0.04
O -2.524 3.049 4.066  -0.13
Si -1.141 3.447 3.220  0.02
O -0.716 2.447 2.116  -0.29
O -0.027 3.696 4.446  -0.11
C -0.070 3.546 5.847  -0.66
C -1.057 4.547 6.452  -0.03
C -0.453 2.121 6.242  -0.02
C 1.342 3.853 6.341  -0.04
O -1.481 4.988 2.654  -0.11
C -0.550 5.897 2.090  -0.66
C -1.272 6.599 0.943  -0.03
C -0.175 6.911 3.172  -0.04
C 0.711 5.207 1.570  -0.03
H -4.630 1.419 1.981  0.09
H -2.892 1.110 2.255  0.09
H -3.402 2.581 1.450  0.07
H -5.691 3.501 3.108  0.08
H -4.267 4.518 2.782  0.08
H -4.814 4.273 4.448  0.08
H -5.309 1.271 4.393  0.08
H -4.316 2.097 5.616  0.08
H -3.643 0.740 4.692  0.09
H -2.066 4.331 6.100  0.07
H -0.791 5.559 6.141  0.08
H -1.038 4.499 7.545  0.08
H -1.434 1.871 5.839  0.07
H -0.481 2.023 7.332  0.08
H 0.278 1.412 5.852  0.08
H 1.619 4.872 6.065  0.08
H 2.051 3.168 5.874  0.08
H 1.412 3.750 7.428  0.08
H -2.195 7.054 1.311  0.08
H -1.528 5.875 0.169  0.07
H -0.645 7.377 0.499  0.08
H -1.074 7.405 3.547  0.08
H 0.511 7.670 2.782  0.08
H 0.308 6.390 4.000  0.07
H 0.473 4.411 0.866  0.07
H 1.268 4.755 2.393  0.08
H 1.358 5.938 1.078  0.09

Summary:
Frontier orbital gap: 0.207 hartree
HOMO energy: -1.62 eV
ΔE to the lowest compared entry with this formula, charge and spin: 0.000 eV
Charge: -2